(1)
243
Properties=species:S:1:pos:R:3 method="wB97M-V/def2-TZVPD" total_charge=+10 multiplicity=1
C 2.765 -3.501 -6.144
C 1.416 -3.544 -6.656
C 0.249 -3.550 -5.648
C -1.033 -3.004 -6.274
N -2.292 -2.972 -5.377
C -2.216 -1.829 -4.331
C -3.699 -1.424 -4.142
C -4.385 -1.651 -5.495
C -3.505 -2.626 -6.229
C -2.584 -4.289 -4.652
H 3.067 -4.446 -5.693
H 2.885 -2.695 -5.420
H 3.518 -3.206 -6.875
H 1.281 -4.440 -7.263
H 1.109 -2.737 -7.321
H 0.480 -2.907 -4.799
H 0.119 -4.572 -5.293
H -1.310 -3.617 -7.131
H -0.945 -1.985 -6.652
H -1.675 -2.219 -3.469
H -1.669 -1.000 -4.780
H -4.161 -1.968 -3.319
H -3.556 -0.395 -3.813
H -5.407 -2.000 -5.341
H -4.509 -0.758 -6.108
H -3.923 -3.531 -6.670
H -3.230 -2.027 -7.097
H -2.316 -5.095 -5.335
H -3.639 -4.393 -4.396
H -1.853 -4.394 -3.851
C -1.510 6.203 -8.780
C -1.497 6.259 -7.279
C -1.407 4.953 -6.610
C -1.095 5.015 -5.078
N -1.035 3.676 -4.259
C -0.432 3.916 -2.873
C 1.018 3.599 -3.081
C 1.106 2.359 -3.902
C -0.073 2.580 -4.828
C -2.450 3.184 -4.146
H -2.263 5.522 -9.175
H -0.514 5.930 -9.129
H -1.879 7.158 -9.152
H -2.309 6.845 -6.848
H -0.632 6.876 -7.031
H -0.757 4.255 -7.137
H -2.415 4.554 -6.727
H -1.889 5.577 -4.585
H -0.141 5.527 -4.953
H -1.000 3.323 -2.156
H -0.617 4.933 -2.528
H 1.476 3.654 -2.094
H 1.428 4.396 -3.702
H 1.079 1.392 -3.400
H 2.092 2.301 -4.363
H -0.479 1.596 -5.063
H 0.175 2.869 -5.849
H -3.071 3.987 -3.749
H -2.568 2.299 -3.520
H -2.796 2.861 -5.128
C -0.853 -3.716 -0.712
C -2.389 -3.749 -0.857
C -3.248 -3.416 0.353
C -4.721 -3.204 -0.077
N -5.698 -2.987 1.140
C -5.418 -3.904 2.384
C -6.779 -4.042 3.121
C -7.846 -3.377 2.157
C -7.163 -3.263 0.733
C -5.547 -1.481 1.685
H -0.515 -3.594 -1.741
H -0.412 -4.619 -0.289
H -0.482 -2.907 -0.083
H -2.735 -4.634 -1.392
H -2.647 -2.991 -1.598
H -2.902 -2.525 0.878
H -3.169 -4.242 1.058
H -5.075 -4.118 -0.554
H -4.815 -2.298 -0.675
H -4.601 -3.423 2.921
H -5.021 -4.885 2.123
H -6.724 -3.615 4.122
H -7.052 -5.092 3.227
H -8.137 -2.362 2.429
H -8.778 -3.910 1.974
H -7.636 -2.497 0.120
H -7.143 -4.237 0.243
H -6.063 -1.435 2.644
H -5.925 -0.779 0.942
H -4.484 -1.366 1.896
C 7.952 2.702 4.836
N 6.554 2.872 4.475
C 6.270 3.720 3.484
C 4.979 3.806 2.987
C 3.881 3.130 3.553
C 4.193 2.317 4.609
C 5.539 2.227 5.100
C 2.518 3.188 2.944
C 1.748 2.041 2.849
C 0.419 2.174 2.372
N -0.047 3.374 1.969
C 0.679 4.543 1.934
C 1.943 4.451 2.544
C -1.463 3.378 1.422
H 8.528 3.625 4.772
H 8.370 1.955 4.162
H 7.983 2.300 5.849
H 7.148 4.244 3.134
H 4.886 4.465 2.137
H 3.453 1.745 5.151
H 5.880 1.579 5.894
H 2.240 1.143 3.193
H -0.252 1.346 2.194
H 0.217 5.471 1.630
H 2.607 5.303 2.568
H -1.288 3.304 0.349
H -2.056 4.240 1.727
H -2.043 2.558 1.847
C 12.830 2.588 1.594
N 11.402 2.312 1.280
C 10.865 1.031 1.367
C 9.493 0.843 1.214
C 8.653 1.931 0.967
C 9.203 3.203 0.981
C 10.591 3.384 1.016
C 7.226 1.755 0.604
C 6.405 0.906 1.330
C 5.043 0.797 0.983
N 4.541 1.484 -0.132
C 5.322 2.348 -0.850
C 6.667 2.484 -0.469
C 3.052 1.584 -0.372
H 13.375 1.700 1.913
H 12.950 3.377 2.337
H 13.165 3.000 0.642
H 11.619 0.285 1.571
H 9.076 -0.144 1.348
H 8.612 4.098 0.857
H 11.052 4.361 1.024
H 6.788 0.316 2.149
H 4.315 0.196 1.508
H 4.806 2.974 -1.563
H 7.138 3.338 -0.931
H 2.547 1.056 0.437
H 2.907 0.953 -1.248
H 2.787 2.638 -0.464
C 4.187 -4.456 8.489
N 3.360 -3.636 7.560
C 2.967 -2.420 7.990
C 2.118 -1.630 7.236
C 1.476 -2.216 6.097
C 1.791 -3.546 5.756
C 2.779 -4.262 6.501
C 0.381 -1.472 5.439
C -0.499 -0.651 6.192
C -1.655 -0.231 5.609
N -1.936 -0.367 4.270
C -1.043 -0.989 3.449
C 0.159 -1.530 4.047
C -3.187 0.272 3.786
H 4.860 -5.105 7.929
H 3.348 -4.867 9.050
H 4.886 -3.771 8.969
H 3.393 -2.113 8.934
H 1.958 -0.601 7.522
H 1.250 -4.035 4.960
H 2.993 -5.299 6.287
H -0.381 -0.658 7.266
H -2.421 0.204 6.235
H -1.195 -1.091 2.385
H 0.839 -1.988 3.344
H -3.352 1.165 4.390
H -4.027 -0.378 4.031
H -3.039 0.356 2.710
C 2.278 -2.261 -2.375
C 2.533 -3.760 -2.327
N 3.433 -4.252 -1.152
C 4.884 -3.758 -1.269
C 2.846 -3.651 0.211
C 3.335 -4.409 1.522
C 3.469 -5.844 -1.020
C 3.913 -6.649 -2.198
O 2.931 -6.681 -3.207
C 3.234 -7.271 -4.451
H 1.937 -1.797 -1.449
H 1.660 -1.914 -3.203
H 3.165 -1.663 -2.583
H 3.051 -4.137 -3.209
H 1.608 -4.335 -2.330
H 5.267 -4.041 -2.250
H 5.461 -4.375 -0.581
H 4.932 -2.688 -1.062
H 1.767 -3.802 0.179
H 2.918 -2.563 0.233
H 2.728 -3.958 2.307
H 4.371 -4.219 1.804
H 3.131 -5.480 1.525
H 2.461 -6.066 -0.670
H 4.246 -6.085 -0.294
H 4.129 -7.698 -1.992
H 4.814 -6.262 -2.673
H 2.280 -7.526 -4.911
H 3.856 -8.159 -4.336
H 3.804 -6.592 -5.084
C -8.541 4.803 0.386
C -7.217 4.421 1.070
N -7.315 3.329 2.215
C -7.749 4.116 3.507
C -8.430 2.228 1.788
C -8.733 1.071 2.752
C -5.883 2.589 2.399
C -4.794 3.461 3.090
O -4.735 4.797 2.581
C -4.234 5.838 3.450
H -8.365 5.523 -0.414
H -9.266 5.325 1.011
H -9.113 4.044 -0.148
H -6.837 5.273 1.634
H -6.448 4.175 0.339
H -6.986 4.837 3.799
H -7.905 3.343 4.259
H -8.639 4.729 3.365
H -8.196 1.852 0.792
H -9.376 2.740 1.616
H -8.778 1.322 3.812
H -7.969 0.320 2.549
H -9.634 0.633 2.322
H -5.612 2.255 1.397
H -5.932 1.717 3.050
H -3.815 2.985 3.145
H -5.167 3.522 4.113
H -4.103 6.720 2.823
H -3.211 5.602 3.744
H -4.818 5.952 4.363
N -1.617 0.078 0.462
S -2.959 0.651 -0.481
O -3.754 -0.314 -1.251
O -2.955 2.042 -0.924
F -4.037 0.959 0.673
S -0.696 0.114 -0.651
O -0.079 1.397 -0.927
O -0.800 -0.756 -1.800
F 0.428 -0.643 0.250


(2)
17
Properties=species:S:1:pos:R:3 method="wB97M-V/def2-TZVPD" de_lowest_kcal_mol=46.1 smiles="C=C/C=C/C=C/C" multiplicity=1
C -1.142 1.177 -2.209
C -1.853 0.935 -3.313
C 0.115 0.288 -0.325
C -1.078 0.556 -0.860
C 1.583 -1.309 2.859
C 1.363 -0.571 1.579
C 0.178 -0.224 1.051
H -0.407 1.979 -2.296
H -2.414 0.009 -3.354
H -1.850 1.608 -4.155
H 1.069 0.546 -0.762
H -2.058 0.349 -0.449
H 1.769 -2.366 2.632
H 2.467 -1.032 3.435
H 0.719 -1.201 3.517
H 2.243 -0.215 1.049
H -0.705 -0.530 1.601


(3)
17
Properties=species:S:1:pos:R:3 method="wB97M-V/def2-TZVPD" de_lowest_kcal_mol=76.9 multiplicity=1
C -1.126 -0.918 0.421
C -1.678 1.108 -0.915
C -0.871 0.115 -0.611
C 0.369 -0.631 -1.088
C 0.480 -1.008 0.405
C 1.949 0.924 0.813
C 0.842 0.266 1.116
H -1.676 -1.677 -0.164
H -1.736 -0.639 1.295
H -1.727 1.482 -1.920
H -2.378 1.470 -0.166
H 0.060 -1.480 -1.704
H 1.210 -0.117 -1.562
H 1.207 -1.791 0.727
H 2.488 0.722 -0.112
H 2.377 1.629 1.505
H 0.212 0.546 1.961


(4)
17
Properties=species:S:1:pos:R:3 method="wB97M-V/def2-TZVPD" de_lowest_kcal_mol=90.4 multiplicity=1
C -1.752 0.442 -0.063
C -0.996 -0.866 -0.102
C 0.437 -0.909 -0.625
C 1.110 0.433 -0.926
C 1.430 0.946 0.451
C 1.084 0.061 1.396
C 0.626 -1.248 0.828
H -1.912 0.822 -1.080
H -2.731 0.311 0.408
H -1.202 1.206 0.497
H -1.573 -1.704 -0.500
H 0.622 -1.697 -1.355
H 0.488 1.134 -1.501
H 2.023 0.271 -1.512
H 1.898 1.914 0.621
H 1.246 0.209 2.461
H -0.799 -1.324 1.001


(5)
17
Properties=species:S:1:pos:R:3 method="wB97M-V/def2-TZVPD" de_lowest_kcal_mol=120.7 multiplicity=1
C -0.103 1.027 1.492
C -1.291 -0.678 0.047
C 0.093 1.225 -0.802
C -0.239 -0.441 1.050
C -0.211 1.988 0.383
C 0.077 -0.304 -0.448
C 0.865 -1.313 -1.200
H -0.676 1.395 2.414
H 0.896 1.101 1.812
H -1.729 -1.596 -0.074
H -1.984 0.188 0.042
H -0.319 1.543 -1.710
H 1.152 1.797 -0.662
H 0.160 -1.154 1.815
H 1.573 -1.852 -0.436
H 1.487 -0.762 -2.051
H 0.249 -2.166 -1.673


(6)
17
Properties=species:S:1:pos:R:3 method="wB97M-V/def2-TZVPD" de_lowest_kcal_mol=92.0 smiles="C=C1[C@H]2C[C@@H]12.C=C" multiplicity=1
C 2.012 0.588 -0.376
C 2.902 0.838 0.579
C -1.182 -0.596 -0.698
C -0.782 -1.042 -1.877
C -1.845 -0.918 0.552
C -1.144 0.041 1.457
C -1.602 0.532 0.119
H 1.994 -0.355 -0.916
H 1.249 1.312 -0.652
H 3.661 0.110 0.857
H 2.910 1.781 1.120
H -0.467 -0.363 -2.665
H -0.765 -2.107 -2.086
H -2.786 -1.429 0.713
H -0.077 -0.074 1.649
H -1.723 0.389 2.314
H -2.326 1.306 -0.095


(7)
17
Properties=species:S:1:pos:R:3 method="wB97M-V/def2-TZVPD" de_lowest_kcal_mol=54.7 smiles="C=C(C)[C@H]1CC1=C" multiplicity=1
C -1.190 1.250 -0.089
C -0.906 -0.167 -0.521
C -1.795 -0.894 -1.194
C 0.444 -0.741 -0.279
C 1.705 0.075 -0.599
C 1.326 -0.252 0.779
C 1.337 -0.202 2.096
H -2.253 1.478 -0.201
H -0.908 1.437 0.954
H -0.625 1.958 -0.706
H 0.476 -0.650 2.588
H -1.571 -1.918 -1.483
H -2.739 -0.472 -1.521
H 0.524 -1.807 -0.490
H 1.547 1.100 -0.931
H 2.515 -0.438 -1.112
H 2.113 0.243 2.709


(8)
17
Properties=species:S:1:pos:R:3 method="wB97M-V/def2-TZVPD" de_lowest_kcal_mol=124.7 multiplicity=1
C -1.480 -0.081 0.488
C -0.551 -0.778 -0.509
C -0.610 -0.140 -1.935
C 0.926 -0.683 -0.416
C 1.393 0.663 0.093
C 1.585 0.347 1.514
C 1.711 0.006 2.663
H -2.526 -0.208 0.189
H -1.357 -0.511 1.487
H -1.287 0.994 0.563
H -0.849 -1.829 -0.598
H -1.373 -0.636 -2.540
H -0.834 0.929 -1.864
H 0.345 -0.254 -2.470
H 0.700 1.513 -0.005
H 2.358 0.941 -0.346
H 1.849 -0.273 3.684


(9)
17
Properties=species:S:1:pos:R:3 method="wB97M-V/def2-TZVPD" de_lowest_kcal_mol=110.4 smiles="C=C1[C@H]2C[C@@H]12.C=C" multiplicity=1
C -2.462 0.086 -0.334
C -2.211 1.323 -0.747
C 0.802 -1.006 0.136
C 0.617 -1.534 -1.060
C 2.056 -0.500 0.666
C 1.637 0.907 0.738
C 0.752 -0.186 1.335
H -2.444 -0.759 -1.018
H -2.683 -0.138 0.707
H -1.983 1.542 -1.787
H -2.221 2.167 -0.062
H -0.233 -2.051 -1.467
H 1.473 -1.388 -1.709
H 2.904 -1.086 0.986
H 1.286 1.368 -0.188
H 2.196 1.555 1.406
H 0.432 -0.298 2.361


(10)
17
Properties=species:S:1:pos:R:3 method="wB97M-V/def2-TZVPD" de_lowest_kcal_mol=228.6 multiplicity=1
C -0.207 -0.376 -2.492
C 0.260 -0.742 -1.143
C 1.231 -1.858 -1.115
C 0.409 -0.033 1.333
C -0.147 -0.021 -0.038
C -0.790 0.955 1.397
C -0.791 2.166 2.168
H -1.007 0.408 -2.520
H 0.584 0.137 -2.999
H -0.535 -1.233 -3.066
H 1.014 -2.898 -1.351
H 1.972 -1.814 -0.269
H 0.335 -1.169 1.470
H 1.324 0.530 1.575
H -1.806 0.349 1.458
H -0.375 3.060 1.873
H -1.293 2.087 3.170


(11)
17
Properties=species:S:1:pos:R:3 method="wB97M-V/def2-TZVPD" de_lowest_kcal_mol=103.0 smiles=C#CC[C@@H]1C[C@@H]1C multiplicity=1
C 1.016 -0.652 -1.403
C 0.077 0.509 -1.466
C -1.369 0.337 -1.223
C -0.642 0.648 0.018
C -0.477 -0.383 1.108
C 0.543 -0.183 2.143
C 1.311 0.039 3.051
H 0.689 -1.556 -1.926
H 2.028 -0.386 -1.721
H 1.043 -0.918 -0.332
H 0.435 1.460 -1.862
H -2.032 1.101 -1.597
H -1.761 -0.672 -1.312
H -0.561 1.647 0.433
H -0.778 -1.428 0.972
H -1.501 0.190 1.255
H 1.980 0.247 3.862


(12)
17
Properties=species:S:1:pos:R:3 method="wB97M-V/def2-TZVPD" de_lowest_kcal_mol=90.6 smiles=C1C[C@H]2[C@@H]1[C@H]1C[C@@H]21 multiplicity=1
C 0.996 -0.677 1.231
C 1.341 0.462 0.356
C 1.146 -0.894 -0.261
C -0.028 -0.370 -1.131
C -1.448 -0.531 -0.516
C -1.312 0.882 0.101
C 0.124 1.078 -0.339
H 1.813 -1.048 1.842
H 0.023 -0.685 1.713
H 2.269 1.026 0.391
H 1.903 -1.597 -0.611
H 0.087 -0.629 -2.192
H -1.559 -1.348 0.202
H -2.247 -0.638 -1.264
H -1.915 1.596 -0.478
H -1.393 1.178 1.148
H 0.201 2.196 -0.191


no.,energy (Eh),frontier orbital gap (eV),lowest unoccupied orbital energy (eV)
1,-5194.9248,4.17,-20.395
2,-272.6445,9.01,0.838
3,-272.5955,9.83,0.976
4,-272.5740,8.92,1.045
5,-272.5257,8.83,0.640
6,-272.5714,9.68,1.145
7,-272.6308,9.97,1.051
8,-272.5193,8.65,0.393
9,-272.5420,9.92,1.175
10,-272.3537,4.46,-1.997
11,-272.5539,9.43,1.075
12,-272.5736,9.97,1.193